No. 1
ORCA calculation (wB97M-V/def2-TZVPD) on a structure of composition C13H39AsF6O6 in a non-equilibrium geometry.

XYZ file:
```
65
Properties=species:S:1:pos:R:3:nbo_charge:R:1
O 0.11 -0.59 0.30 -0.7315
H 0.08 0.30 0.66 0.5804
H 0.83 -0.59 -0.33 0.5714
H -0.70 -0.85 -0.15 0.5757
As 4.15 0.18 5.77 2.7932
F 3.27 0.51 4.26 -0.6415
F 5.59 1.10 5.26 -0.6304
F 5.10 -0.10 7.29 -0.6291
F 2.71 -0.74 6.32 -0.6257
F 4.89 -1.28 5.02 -0.6335
F 3.52 1.68 6.59 -0.6327
C -1.99 -4.46 -3.27 -0.6326
C -2.29 -3.00 -3.68 -0.0645
O -2.79 -2.25 -2.59 -0.7607
H -2.94 -4.98 -3.14 0.2143
H -1.36 -4.59 -2.40 0.2137
H -1.56 -4.94 -4.15 0.2178
H -3.08 -3.02 -4.44 0.1660
H -1.51 -2.34 -4.04 0.1703
H -3.72 -2.03 -2.74 0.4772
C 6.37 -0.60 -2.09 -0.6421
C 5.12 -1.37 -1.78 -0.0615
O 4.01 -0.55 -2.14 -0.7570
H 6.51 0.04 -1.22 0.2223
H 6.36 -0.01 -3.01 0.2042
H 7.26 -1.23 -2.10 0.2200
H 5.05 -1.58 -0.72 0.1889
H 4.95 -2.26 -2.40 0.1571
H 4.13 -0.18 -3.01 0.4695
C -4.88 -5.47 3.46 -0.6393
C -4.72 -4.20 2.60 0.1010
C -5.94 -3.25 2.77 -0.6478
O -3.53 -3.58 3.05 -0.7267
H -4.90 -5.28 4.54 0.2087
H -3.99 -6.08 3.30 0.2178
H -5.66 -6.17 3.16 0.2113
H -4.58 -4.43 1.54 0.1768
H -6.91 -3.70 2.55 0.2152
H -5.94 -2.38 2.12 0.2082
H -6.09 -2.83 3.77 0.2075
H -3.65 -3.24 3.94 0.4672
C 2.84 4.73 -6.68 -0.6335
C 2.55 3.70 -5.57 0.0933
C 1.17 3.84 -5.01 -0.6268
O 2.67 2.42 -6.08 -0.7222
H 3.84 4.62 -7.10 0.2216
H 2.69 5.74 -6.32 0.2106
H 2.15 4.65 -7.51 0.1992
H 3.30 3.73 -4.79 0.1779
H 0.38 3.61 -5.73 0.2024
H 1.10 4.81 -4.52 0.2123
H 1.01 3.12 -4.20 0.2050
H 2.04 2.25 -6.79 0.4603
C -3.08 2.90 3.11 -0.6272
C -1.85 3.85 3.10 0.1042
C -1.20 3.99 4.45 -0.6242
O -0.98 3.40 2.13 -0.7353
H -3.75 3.24 3.90 0.2148
H -2.85 1.90 3.48 0.2039
H -3.58 2.88 2.15 0.2085
H -2.26 4.81 2.80 0.1414
H -0.32 4.61 4.29 0.2080
H -0.95 2.98 4.78 0.2215
H -1.95 4.46 5.09 0.2153
H -0.27 4.05 2.12 0.4699
```

Output
Energy in Eh: -3805.0179
HOMO energy in eV: -10.4
HOMO-LUMO gap in eV: 7.9
LUMO energy in Eh: -0.0939
Max |F| in eV/Å: 2.56
Energy above the lowest of the compared OMol25 structures with the same formula, charge and spin in eV: 5.185

No. 2
ORCA calculation (wB97M-V/def2-TZVPD) on an isolated molecule of C2H2Br3P in a non-equilibrium geometry.

XYZ file:
```
8
Properties=species:S:1:pos:R:3:nbo_charge:R:1
C 0.05 0.96 -1.15 -0.4197
C 0.11 0.07 -0.21 -0.3262
Br 2.20 -0.49 0.11 -0.0774
P -1.24 -0.71 0.72 0.7172
Br -0.74 0.41 2.54 -0.1824
Br -0.33 -2.71 1.21 -0.1700
H 0.82 0.96 -1.83 0.2339
H -0.88 1.50 -1.38 0.2247
```

Output
Energy in Eh: -8140.7884
HOMO energy in eV: -10.0
HOMO-LUMO gap in eV: 9.1
LUMO energy in Eh: -0.0324
Max |F| in eV/Å: 3.20
Energy above the lowest of the compared OMol25 structures with the same formula, charge and spin in eV: 0.663

No. 3
ORCA calculation (wB97M-V/def2-TZVPD) on an isolated molecule of C4H5NO3 in a non-equilibrium geometry.

XYZ file:
```
13
Properties=species:S:1:pos:R:3:nbo_charge:R:1
O 0.77 -2.31 -1.28 -0.5231
C 1.33 -1.22 -1.42 0.6260
O 0.97 -0.07 -0.88 -0.5110
C -0.29 0.12 -0.34 0.8687
O -0.96 -0.85 -0.08 -0.5209
N -0.31 1.47 0.37 -0.4928
C -1.52 1.71 1.41 -0.2978
C -0.03 1.20 2.01 -0.2835
H 2.35 -1.19 -1.77 0.1320
H -2.00 2.75 1.51 0.2406
H -2.19 0.74 0.87 0.2539
H 0.14 0.18 2.62 0.2639
H 0.66 2.20 2.20 0.2440
```

Output
Energy in Eh: -435.7202
HOMO energy in eV: -10.0
HOMO-LUMO gap in eV: 10.1
LUMO energy in Eh: 0.0064
Max |F| in eV/Å: 5.54
Energy above the lowest of the compared OMol25 structures with the same formula, charge and spin in eV: 5.450

No. 4
ORCA calculation (wB97M-V/def2-TZVPD) on a structure of composition C14H32NO28S7 in a non-equilibrium geometry.

XYZ file:
```
82
Properties=species:S:1:pos:R:3:mulliken_charge:R:1
N 4.11 -18.22 -17.67 -0.4065
H 4.31 -19.09 -17.21 0.3417
H 3.12 -18.18 -17.86 0.3880
H 4.62 -18.24 -18.54 0.3515
H 4.27 -17.39 -17.12 0.3208
C -4.40 -21.77 -16.58 -0.3394
C -4.60 -20.25 -16.25 -0.2977
O -3.64 -19.54 -17.03 -0.3288
S -2.67 -20.58 -17.95 1.0800
O -1.26 -20.15 -17.90 -0.4817
O -3.36 -20.65 -19.21 -0.5219
O -3.12 -21.93 -17.03 -0.2966
H -5.08 -21.99 -17.40 0.3286
H -4.66 -22.36 -15.71 0.3333
H -4.17 -19.89 -15.31 0.2645
H -5.61 -19.91 -16.49 0.2595
C 8.57 -23.36 -19.41 -0.3902
C 9.07 -22.66 -20.67 -0.1681
O 7.84 -22.38 -21.34 -0.3632
S 6.44 -23.03 -20.53 1.0696
O 6.06 -24.37 -21.02 -0.5228
O 5.44 -21.99 -20.23 -0.4703
O 7.21 -23.21 -19.14 -0.2516
H 9.10 -22.77 -18.67 0.2539
H 8.88 -24.40 -19.26 0.3258
H 9.84 -23.21 -21.21 0.2770
H 9.56 -21.70 -20.56 0.2401
C 7.26 -14.30 -19.66 -0.2128
C 7.91 -14.11 -21.05 -0.2918
O 8.75 -15.19 -21.24 -0.3301
S 8.53 -16.40 -20.15 1.0599
O 9.84 -16.80 -19.60 -0.5263
O 7.52 -17.44 -20.52 -0.5272
O 7.73 -15.50 -19.12 -0.2387
H 6.21 -14.51 -19.87 0.2457
H 7.40 -13.45 -18.98 0.3019
H 8.54 -13.23 -21.09 0.2424
H 7.23 -14.08 -21.90 0.2767
C 9.11 -17.58 -14.37 -0.2403
C 8.07 -18.57 -13.75 -0.4028
O 6.86 -17.97 -14.09 -0.2762
S 6.90 -16.36 -13.79 1.0005
O 6.46 -16.04 -12.37 -0.5076
O 6.24 -15.75 -14.98 -0.4538
O 8.53 -16.33 -14.02 -0.3136
H 9.21 -17.73 -15.45 0.2487
H 10.10 -17.75 -13.95 0.3189
H 8.16 -18.56 -12.66 0.3014
H 8.10 -19.58 -14.17 0.3281
C 2.50 -10.77 -18.41 -0.2831
C 0.94 -10.76 -18.59 -0.2843
O 0.55 -12.08 -18.29 -0.3533
S 1.60 -12.80 -17.18 1.0532
O 1.66 -14.24 -17.39 -0.4685
O 1.47 -12.21 -15.84 -0.5296
O 2.79 -12.09 -17.99 -0.2446
H 2.79 -9.99 -17.70 0.2598
H 3.07 -10.57 -19.32 0.2717
H 0.55 -10.54 -19.58 0.3065
H 0.61 -10.08 -17.80 0.2697
C 1.12 -25.10 -14.95 -0.2762
C 1.53 -25.16 -16.40 -0.2157
O 2.31 -24.05 -16.66 -0.2864
S 3.18 -23.61 -15.28 1.0700
O 3.17 -22.15 -15.12 -0.5229
O 4.49 -24.27 -15.22 -0.5275
O 2.10 -24.34 -14.25 -0.2977
H 1.01 -26.03 -14.39 0.2752
H 0.29 -24.44 -14.72 0.2261
H 0.70 -25.09 -17.11 0.2741
H 2.20 -26.01 -16.53 0.2824
C -0.51 -15.41 -21.79 -0.3519
C -0.68 -16.09 -23.17 -0.2749
O 0.57 -16.29 -23.71 -0.3065
S 1.71 -16.37 -22.53 1.0261
O 2.91 -15.67 -22.88 -0.5164
O 1.96 -17.75 -22.08 -0.5437
O 0.86 -15.62 -21.41 -0.2010
H -1.20 -15.73 -21.00 0.2920
H -0.57 -14.32 -21.79 0.2599
H -1.41 -15.50 -23.73 0.3145
H -1.10 -17.07 -22.95 0.3040
```

Output
Energy in Eh: -5500.8451
HOMO energy in eV: -12.7
HOMO-LUMO gap in eV: 9.7
LUMO energy in Eh: -0.1119
Max |F| in eV/Å: 5.73
Charge: +1
Energy above the lowest of the compared OMol25 structures with the same formula, charge and spin in eV: 6.573

No. 5
ORCA calculation (wB97M-V/def2-TZVPD) on the ion C7H11N2 with charge +1 in a non-equilibrium geometry.

XYZ file:
```
20
Properties=species:S:1:pos:R:3:nbo_charge:R:1
C -1.19 1.23 -0.98 -0.3913
N -0.33 0.50 0.04 -0.1425
C -0.27 -1.03 -0.34 -0.0503
C 0.92 -1.42 -1.21 -0.4046
C 0.88 -1.68 0.30 -0.4154
C -0.77 0.76 1.34 -0.0135
C 0.21 1.27 2.08 -0.2493
C 1.37 1.51 1.13 0.0963
N 1.04 1.10 -0.02 -0.2310
H -0.86 1.30 -2.04 0.2678
H -2.14 0.61 -1.00 0.2264
H -1.31 2.20 -0.58 0.2324
H -1.30 -1.35 -0.57 0.2504
H 1.38 -0.52 -1.69 0.2597
H 0.75 -2.23 -1.82 0.2403
H 0.70 -2.67 0.59 0.2560
H 1.47 -0.96 0.90 0.2379
H -1.82 0.34 1.57 0.2735
H -0.03 1.55 3.12 0.2789
H 2.32 1.91 1.57 0.2782
```

Output
Energy in Eh: -382.4557
HOMO energy in eV: -15.0
HOMO-LUMO gap in eV: 10.6
LUMO energy in Eh: -0.1585
Max |F| in eV/Å: 3.48
Charge: +1
Energy above the lowest of the compared OMol25 structures with the same formula, charge and spin in eV: 4.568

No. 6
ORCA calculation (wB97M-V/def2-TZVPD) on an isolated molecule of C17H13F6I2NO8S in a non-equilibrium geometry.

XYZ file:
```
48
Properties=species:S:1:pos:R:3:nbo_charge:R:1
C -3.90 -1.13 -2.27 -0.6105
C -2.61 -1.22 -1.40 -0.4681
C -1.93 0.14 -1.33 -0.3438
I -3.40 1.46 -0.43 0.1569
C -0.53 0.26 -0.67 0.2252
C -0.41 1.79 -0.17 0.5236
O -0.33 2.60 -1.02 -0.4516
C -0.46 2.31 1.29 0.5476
F -0.98 1.41 2.15 -0.3169
F -1.33 3.36 1.30 -0.3026
C 0.84 2.89 1.93 0.5855
F 0.53 3.08 3.24 -0.2989
F 1.87 2.03 1.92 -0.2949
C 1.33 4.27 1.43 0.5468
F 0.51 5.25 1.81 -0.2847
F 1.55 4.30 0.10 -0.3064
C 2.71 4.56 2.12 0.7171
O 2.74 5.19 3.11 -0.4781
O 3.82 4.07 1.54 -0.6826
O 0.48 0.29 -1.74 -0.6891
S 1.90 0.38 -0.95 2.5246
O 2.84 -0.51 -1.53 -0.8775
O 2.37 1.72 -0.85 -0.8877
O 1.35 -0.13 0.51 -0.6898
C 0.09 -0.84 0.21 0.1776
C -0.78 -1.19 1.43 -0.5805
C -0.98 -2.66 1.83 0.4846
O -0.53 -3.04 2.85 -0.4935
I -2.03 -4.14 0.67 0.0679
C 0.66 -2.13 -0.44 0.0881
C 0.35 -2.64 -1.69 -0.2814
C 0.98 -3.80 -2.11 0.0504
N 1.87 -4.49 -1.40 -0.3891
C 2.17 -3.96 -0.21 0.0502
C 1.62 -2.81 0.31 -0.2830
H -3.97 -2.01 -2.91 0.2180
H -4.78 -1.14 -1.64 0.2229
H -3.89 -0.27 -2.93 0.2102
H -2.02 -2.00 -1.86 0.2334
H -2.96 -1.50 -0.42 0.2202
H -1.82 0.52 -2.34 0.2532
H 3.90 4.39 0.63 0.5083
H -0.31 -0.74 2.30 0.2847
H -1.76 -0.70 1.36 0.2638
H -0.33 -2.13 -2.34 0.2160
H 0.74 -4.19 -3.09 0.1970
H 2.90 -4.49 0.39 0.2010
H 1.92 -2.44 1.28 0.2361
```

Output
Energy in Eh: -2904.9594
HOMO energy in eV: -10.0
HOMO-LUMO gap in eV: 9.5
LUMO energy in Eh: -0.0181
Max |F| in eV/Å: 1.91

Copy entry 5 word for word.
ORCA calculation (wB97M-V/def2-TZVPD) on the ion C7H11N2 with charge +1 in a non-equilibrium geometry.

XYZ file:
```
20
Properties=species:S:1:pos:R:3:nbo_charge:R:1
C -1.19 1.23 -0.98 -0.3913
N -0.33 0.50 0.04 -0.1425
C -0.27 -1.03 -0.34 -0.0503
C 0.92 -1.42 -1.21 -0.4046
C 0.88 -1.68 0.30 -0.4154
C -0.77 0.76 1.34 -0.0135
C 0.21 1.27 2.08 -0.2493
C 1.37 1.51 1.13 0.0963
N 1.04 1.10 -0.02 -0.2310
H -0.86 1.30 -2.04 0.2678
H -2.14 0.61 -1.00 0.2264
H -1.31 2.20 -0.58 0.2324
H -1.30 -1.35 -0.57 0.2504
H 1.38 -0.52 -1.69 0.2597
H 0.75 -2.23 -1.82 0.2403
H 0.70 -2.67 0.59 0.2560
H 1.47 -0.96 0.90 0.2379
H -1.82 0.34 1.57 0.2735
H -0.03 1.55 3.12 0.2789
H 2.32 1.91 1.57 0.2782
```

Output
Energy in Eh: -382.4557
HOMO energy in eV: -15.0
HOMO-LUMO gap in eV: 10.6
LUMO energy in Eh: -0.1585
Max |F| in eV/Å: 3.48
Charge: +1
Energy above the lowest of the compared OMol25 structures with the same formula, charge and spin in eV: 4.568

Among the records above, which one has the lowest LUMO energy? C7H11N2

What is the LUMO energy in the fourth record? -0.1119 Eh

Number 4 is which compound? C14H32NO28S7